# 1
# C45H52F20I2O16

A 7-piece molecular cluster, C45H52F20I2O16 overall at a distorted geometry (ωB97M-V/def2-TZVPD, OMol25).

Properties
- total charge = 0
- energy relative to the best compared isomer or geometry (same formula, charge and spin) (kcal per mole) = 10.4
- max |F| (hartree/bohr) = 0.0464
- HOMO-LUMO gap (eV) = 8.4
- SMILES = C[C@H](I)[C@H](I)C1=CC(=O)c2cc(CCCCOC=O)c(CCCF)c(F)c2C1=O.CCOC(=O)C(F)(F)F.CCOC(=O)C(F)(F)F.CCOC(=O)C(F)(F)F.CCOC(=O)C(F)(F)F.CCOC(=O)C(F)(F)F.CCOC(=O)C(F)(F)F

The geometry in XYZ format:
```
135
Properties=species:S:1:pos:R:3:lowdin_charge:R:1
C -0.269 1.410 6.710 -0.192
C 0.973 2.075 7.316 -0.819
I 2.413 0.688 8.119 0.860
C 0.614 3.186 8.345 -0.740
I -0.983 2.645 9.669 0.928
C 0.368 4.448 7.548 -0.212
C -0.814 4.928 7.196 0.035
C -0.853 6.173 6.355 -0.294
O -1.734 7.004 6.444 0.127
C 0.286 6.284 5.373 -0.084
C 0.146 6.828 4.130 0.018
C 1.214 6.860 3.267 -0.160
C 0.964 7.437 1.892 -0.119
C 1.084 6.428 0.717 -0.186
C -0.256 5.760 0.350 -0.156
C -0.840 5.015 1.542 -0.186
O -1.868 4.090 1.133 -0.031
C -2.841 4.028 2.080 -0.343
O -4.005 4.246 1.851 0.097
C 2.456 6.379 3.641 -0.084
C 3.659 6.398 2.715 -0.099
C 4.469 5.049 2.728 -0.135
C 5.079 4.673 1.375 -0.201
F 6.439 4.923 1.378 -0.044
C 2.595 5.844 4.901 -0.172
F 3.748 5.365 5.356 0.123
C 1.514 5.795 5.737 -0.019
C 1.626 5.172 7.111 -0.251
O 2.622 5.224 7.803 0.148
H -1.119 2.094 6.741 0.048
H -0.513 0.511 7.262 0.027
H -0.105 1.197 5.652 0.083
H 1.476 2.602 6.504 0.069
H 1.478 3.389 8.975 0.052
H -1.739 4.437 7.476 0.089
H -0.808 7.234 3.820 0.133
H 1.652 8.266 1.701 0.123
H -0.041 7.859 1.821 0.118
H 1.825 5.650 0.909 0.095
H 1.405 6.960 -0.182 0.116
H -0.107 5.027 -0.443 0.104
H -0.940 6.526 -0.022 0.124
H -1.309 5.753 2.200 0.106
H -0.040 4.525 2.109 0.137
H -2.553 3.726 3.107 0.149
H 4.350 7.174 3.060 0.134
H 3.396 6.648 1.692 0.086
H 3.809 4.272 3.121 0.112
H 5.231 5.189 3.494 0.112
H 4.889 3.614 1.199 0.109
H 4.617 5.277 0.592 0.099
C 1.323 2.182 -5.590 -0.055
C 1.865 3.565 -5.302 -0.184
O 1.926 3.813 -3.883 0.035
C 2.993 3.340 -3.254 -0.401
O 3.894 2.736 -3.751 0.179
C 2.928 3.724 -1.770 -0.535
F 1.707 3.533 -1.256 0.161
F 3.232 5.021 -1.597 0.155
F 3.778 3.009 -1.040 0.171
H 0.355 2.043 -5.104 0.092
H 1.202 2.031 -6.665 0.056
H 1.991 1.411 -5.204 0.087
H 1.197 4.322 -5.709 0.127
H 2.844 3.715 -5.756 0.127
C -0.128 0.304 -12.607 -0.058
C 0.157 -0.718 -11.528 -0.191
O 0.250 -0.089 -10.234 0.038
C -0.898 0.143 -9.617 -0.398
O -1.988 -0.118 -10.029 0.174
C -0.631 0.766 -8.241 -0.531
F 0.306 1.730 -8.292 0.134
F -0.200 -0.154 -7.370 0.173
F -1.732 1.312 -7.727 0.163
H 0.619 1.098 -12.588 0.084
H -0.116 -0.167 -13.589 0.085
H -1.102 0.770 -12.459 0.079
H 1.123 -1.188 -11.702 0.127
H -0.593 -1.508 -11.514 0.127
C -5.335 0.667 -6.677 -0.051
C -4.234 -0.358 -6.838 -0.197
O -4.456 -1.490 -5.973 0.038
C -5.291 -2.414 -6.426 -0.401
O -5.867 -2.391 -7.471 0.176
C -5.381 -3.568 -5.418 -0.540
F -5.492 -3.127 -4.160 0.169
F -4.282 -4.338 -5.477 0.152
F -6.431 -4.349 -5.656 0.174
H -5.435 0.959 -5.630 0.085
H -5.120 1.554 -7.272 0.083
H -6.297 0.263 -6.993 0.079
H -3.283 0.070 -6.537 0.106
H -4.134 -0.680 -7.874 0.123
C -0.449 -3.416 3.206 -0.053
C -0.092 -4.359 4.334 -0.195
O 0.026 -3.646 5.581 0.038
C -1.107 -3.410 6.227 -0.399
O -2.201 -3.731 5.870 0.176
C -0.810 -2.691 7.549 -0.540
F 0.089 -1.710 7.393 0.101
F -0.317 -3.546 8.457 0.167
F -1.907 -2.148 8.071 0.173
H 0.272 -2.600 3.149 0.084
H -0.458 -3.947 2.254 0.085
H -1.431 -2.970 3.363 0.079
H 0.878 -4.808 4.148 0.107
H -0.815 -5.170 4.424 0.127
C -2.580 -6.940 -5.055 -0.064
C -1.671 -7.633 -6.047 -0.193
O -0.292 -7.526 -5.649 0.033
C 0.126 -8.411 -4.753 -0.400
O -0.534 -9.275 -4.258 0.174
C 1.619 -8.197 -4.468 -0.548
F 1.914 -6.900 -4.318 0.164
F 2.363 -8.666 -5.480 0.166
F 1.997 -8.827 -3.361 0.174
H -2.271 -5.904 -4.914 0.077
H -3.611 -6.956 -5.405 0.080
H -2.538 -7.425 -4.080 0.082
H -1.741 -7.149 -7.020 0.125
H -1.948 -8.678 -6.183 0.126
C 0.077 -9.951 7.711 -0.058
C 0.315 -8.486 7.416 -0.195
O 1.190 -8.324 6.283 0.034
C 0.617 -8.402 5.090 -0.403
O -0.543 -8.592 4.878 0.172
C 1.664 -8.159 3.995 -0.543
F 2.801 -8.821 4.230 0.171
F 1.967 -6.852 3.918 0.152
F 1.224 -8.540 2.800 0.177
H 1.025 -10.473 7.844 0.084
H -0.519 -10.065 8.616 0.084
H -0.447 -10.437 6.888 0.079
H 0.820 -8.012 8.255 0.126
H -0.620 -7.952 7.254 0.125
```


# 2
# C45H52F3N5O6S

A 2-piece molecular cluster, C45H52F3N5O6S overall at a distorted geometry (ωB97M-V/def2-TZVPD, OMol25).

Properties
- total charge = 0
- energy relative to the best compared isomer or geometry (same formula, charge and spin) (kcal per mole) = 0.0
- max |F| (hartree/bohr) = 0.0611
- HOMO-LUMO gap (eV) = 3.6

The geometry in XYZ format:
```
112
Properties=species:S:1:pos:R:3:lowdin_charge:R:1
C 0.612 0.476 -3.970 -0.047
C 1.802 0.278 -3.039 -0.529
C 2.022 -1.225 -2.812 -0.033
C 3.041 0.867 -3.735 -0.046
C 1.615 0.977 -1.671 -0.113
C 2.655 0.877 -0.742 -0.061
C 2.506 1.353 0.562 -0.060
C 1.442 2.211 0.849 -0.026
C 0.613 2.640 -0.195 -0.090
C 0.015 4.064 -0.195 -0.523
C -1.408 3.998 0.361 -0.042
C 0.102 4.641 -1.619 -0.034
C 0.842 5.007 0.704 -0.061
C 0.480 1.733 -1.298 -0.096
N -0.819 1.268 -1.674 0.027
C -1.286 0.026 -1.215 -0.209
C -0.508 -0.894 -0.533 -0.040
C -0.993 -2.229 -0.251 -0.235
C -1.633 -2.986 -1.259 -0.044
C -2.268 -4.181 -0.951 -0.079
C -2.238 -4.654 0.366 -0.105
C -1.516 -3.975 1.349 -0.102
C -0.851 -2.794 1.036 -0.050
N -2.674 0.118 -1.222 0.031
C -3.629 -0.777 -0.629 -0.088
C -3.698 -0.932 0.785 -0.071
C -3.274 0.157 1.822 -0.505
C -3.297 -0.434 3.236 -0.068
C -4.315 1.283 1.758 -0.028
C -1.884 0.736 1.614 -0.047
C -4.404 -2.041 1.264 -0.044
C -5.368 -2.658 0.476 -0.054
C -5.533 -2.231 -0.831 -0.049
C -4.554 -1.445 -1.459 -0.083
C -4.642 -1.393 -3.017 -0.517
C -4.973 -2.803 -3.536 -0.057
C -3.382 -0.960 -3.763 -0.051
C -5.802 -0.469 -3.404 -0.041
C -3.044 1.349 -1.770 -0.064
C -1.924 2.013 -2.097 -0.074
H 0.401 1.540 -4.131 0.091
H 0.836 0.020 -4.945 0.091
H -0.281 -0.019 -3.575 0.071
H 2.903 -1.411 -2.185 0.069
H 1.150 -1.663 -2.308 0.073
H 2.164 -1.733 -3.776 0.091
H 3.957 0.694 -3.158 0.077
H 3.168 0.398 -4.720 0.088
H 2.924 1.949 -3.888 0.091
H 3.588 0.393 -1.038 0.097
H 3.244 1.104 1.322 0.082
H 1.334 2.608 1.863 0.123
H -1.407 3.513 1.351 0.079
H -1.828 5.010 0.467 0.092
H -2.075 3.427 -0.295 0.056
H 1.154 4.650 -1.943 0.099
H -0.447 4.050 -2.352 0.048
H -0.283 5.668 -1.643 0.091
H 1.913 4.938 0.463 0.093
H 0.534 6.051 0.550 0.088
H 0.708 4.780 1.770 0.081
H 0.465 -0.573 -0.171 0.114
H -1.601 -2.604 -2.277 0.095
H -2.775 -4.742 -1.736 0.098
H -2.783 -5.562 0.609 0.096
H -1.464 -4.367 2.366 0.102
H -0.258 -2.257 1.781 0.110
H -2.596 -1.276 3.324 0.088
H -3.003 0.333 3.965 0.090
H -4.307 -0.772 3.509 0.083
H -4.324 1.778 0.779 0.077
H -5.316 0.865 1.925 0.093
H -4.114 2.032 2.534 0.090
H -1.785 1.232 0.648 0.060
H -1.667 1.494 2.377 0.088
H -1.114 -0.039 1.692 0.078
H -4.269 -2.400 2.285 0.108
H -5.995 -3.452 0.882 0.112
H -6.420 -2.554 -1.381 0.107
H -5.933 -3.161 -3.157 0.071
H -5.041 -2.787 -4.633 0.087
H -4.191 -3.516 -3.241 0.082
H -3.286 0.125 -3.838 0.071
H -2.472 -1.373 -3.318 0.057
H -3.441 -1.339 -4.793 0.091
H -5.611 0.564 -3.091 0.072
H -5.934 -0.483 -4.494 0.092
H -6.735 -0.803 -2.935 0.085
H -4.084 1.619 -1.888 0.126
H -1.845 2.911 -2.688 0.114
O 5.443 0.360 6.654 -0.263
S 5.233 0.898 5.330 0.799
O 3.953 1.385 4.868 -0.278
C 6.465 2.327 5.143 -0.609
F 6.201 3.256 6.075 0.149
F 7.731 1.888 5.301 0.136
F 6.333 2.876 3.916 0.133
C 5.795 -0.330 4.122 -0.222
C 4.955 -0.651 3.036 0.087
C 5.488 -1.533 2.093 -0.095
N 5.017 -1.860 0.830 -0.131
O 3.934 -1.693 0.282 0.095
O 6.070 -2.528 0.185 0.071
N 7.155 -2.692 1.024 0.161
C 6.774 -2.093 2.185 -0.140
C 7.548 -1.860 3.375 -0.043
N 8.866 -2.416 3.579 -0.308
O 9.342 -3.277 2.817 0.096
O 9.501 -1.978 4.566 0.057
C 7.030 -0.968 4.331 0.053
H 3.980 -0.193 2.897 0.120
H 7.601 -0.770 5.235 0.133
```


# 3
# C45H52FMnN5O5SSi

C45H52FMnN5O5SSi as an isolated structure at a distorted geometry (ωB97M-V/def2-TZVPD, OMol25).

Properties
- total charge = +2
- energy relative to the best compared isomer or geometry (same formula, charge and spin) (kcal per mole) = 0.7
- max |F| (hartree/bohr) = 0.0289
- HOMO-LUMO gap (spin up / spin down) (eV) = 7.4 / 7.4
- multiplicity = 4
- <S²> = 4.07

The geometry in XYZ format:
```
111
Properties=species:S:1:pos:R:3:lowdin_charge:R:1
Mn 0.133 0.576 1.752 0.821
C -0.039 0.895 3.751 -0.143
Si 1.516 0.029 4.336 0.648
C 2.745 0.624 3.038 -0.181
N 2.263 0.447 1.610 -0.211
C 2.897 1.483 0.743 -0.184
C 4.424 1.424 0.807 -0.155
C 4.970 -0.015 0.706 -0.172
C 3.876 -0.943 0.197 -0.164
C 2.631 -0.924 1.082 -0.157
C 2.037 0.738 5.981 -0.236
C 2.392 2.090 6.092 -0.098
C 2.763 2.635 7.312 -0.075
C 2.777 1.837 8.450 -0.071
C 2.422 0.498 8.364 -0.070
C 2.056 -0.048 7.139 -0.080
C 1.473 -1.824 4.534 -0.277
C 2.629 -2.589 4.378 -0.098
C 2.621 -3.958 4.629 -0.069
C 1.455 -4.579 5.058 -0.074
C 0.301 -3.826 5.249 -0.084
C 0.314 -2.463 4.988 -0.111
H -0.010 1.945 4.014 0.048
H -0.985 0.461 4.072 0.048
H 3.747 0.209 3.165 0.095
H 2.818 1.701 3.215 0.094
H 2.547 2.454 1.064 0.104
H 2.528 1.328 -0.269 0.108
H 4.768 1.893 1.728 0.110
H 4.798 2.042 -0.010 0.119
H 5.321 -0.363 1.681 0.109
H 5.831 -0.052 0.040 0.113
H 4.226 -1.975 0.146 0.123
H 3.611 -0.655 -0.825 0.108
H 2.762 -1.579 1.939 0.102
H 1.804 -1.310 0.497 0.079
H 2.372 2.736 5.216 0.098
H 3.038 3.681 7.378 0.108
H 3.061 2.262 9.404 0.110
H 2.433 -0.124 9.251 0.109
H 1.790 -1.100 7.088 0.098
H 3.560 -2.116 4.078 0.104
H 3.531 -4.536 4.510 0.109
H 1.450 -5.642 5.264 0.109
H -0.603 -4.301 5.614 0.112
H -0.590 -1.883 5.161 0.105
F 2.361 0.422 -4.686 0.074
C 1.093 0.665 -4.299 -0.183
C 0.786 0.546 -2.980 0.096
C -0.516 0.756 -2.518 -0.035
C -0.790 0.650 -1.092 -0.263
O 0.133 0.331 -0.298 -0.091
C -2.113 0.947 -0.697 -0.012
C -3.042 1.230 -1.655 0.062
N -2.817 1.302 -2.978 0.054
C -4.018 1.530 -3.795 -0.207
C -4.124 2.408 -5.000 -0.071
C -4.271 0.907 -5.130 -0.073
C -1.517 1.093 -3.443 -0.083
C -1.161 1.239 -4.790 0.057
C 0.125 1.027 -5.252 -0.121
N 0.414 1.234 -6.620 -0.081
C -0.503 0.727 -7.635 -0.120
C -0.672 1.795 -8.718 -0.062
N 0.615 2.583 -8.805 0.069
C 1.799 1.684 -8.577 -0.070
C 1.799 1.251 -7.106 -0.123
C -2.623 0.927 0.721 -0.539
O -3.810 1.060 0.911 0.104
O -1.761 0.691 1.669 -0.110
H 1.559 0.272 -2.271 0.131
H -4.053 1.423 -1.315 0.153
H -4.874 1.571 -3.142 0.147
H -3.250 2.912 -5.385 0.093
H -5.021 3.010 -5.063 0.114
H -3.478 0.335 -5.591 0.087
H -5.257 0.497 -5.303 0.113
H -1.893 1.573 -5.502 0.077
H -1.477 0.501 -7.216 0.120
H -0.124 -0.205 -8.068 0.141
H -1.465 2.500 -8.484 0.137
H -0.862 1.354 -9.693 0.141
H 0.611 3.298 -8.077 0.185
H 0.680 3.063 -9.701 0.188
H 2.709 2.221 -8.824 0.143
H 1.692 0.850 -9.264 0.139
H 2.370 1.963 -6.515 0.137
H 2.297 0.283 -7.037 0.137
O -0.464 4.569 0.842 0.120
C -0.120 3.496 1.189 -0.405
N 0.273 2.420 1.533 0.040
C -6.687 -2.301 1.882 -0.031
C -5.198 -2.325 1.663 -0.243
C -4.655 -2.597 0.412 -0.024
C -3.282 -2.560 0.207 -0.077
C -2.453 -2.290 1.282 -0.410
C -2.962 -2.024 2.546 -0.050
C -4.331 -2.041 2.723 -0.003
S -0.708 -2.233 0.971 1.060
C -0.297 -3.862 1.570 -0.182
O -0.041 -1.340 2.054 -0.572
H -7.231 -2.515 0.963 0.079
H -6.998 -1.320 2.243 0.093
H -6.983 -3.036 2.633 0.091
H -5.314 -2.823 -0.418 0.118
H -2.866 -2.737 -0.779 0.114
H -2.294 -1.777 3.362 0.108
H -4.744 -1.811 3.700 0.131
H -0.720 -3.976 2.567 0.062
H 0.791 -3.954 1.598 0.069
H -0.733 -4.575 0.870 0.074
```


# 4
# C45H53BaCl2F5N4O7P3S

C45H53BaCl2F5N4O7P3S as an isolated structure at a distorted geometry (ωB97M-V/def2-TZVPD, OMol25).

Properties
- total charge = -1
- energy relative to the best compared isomer or geometry (same formula, charge and spin) (kcal per mole) = 32.2
- max |F| (hartree/bohr) = 0.0598
- HOMO-LUMO gap (eV) = 6.4

The geometry in XYZ format:
```
121
Properties=species:S:1:pos:R:3:lowdin_charge:R:1
Ba 0.110 0.015 -1.238 1.804
F 5.478 2.982 -1.219 0.027
C 4.146 3.156 -1.445 -0.285
C 3.276 2.095 -1.284 -0.101
C 1.904 2.248 -1.512 -0.191
C 1.464 3.517 -1.937 -0.204
C 2.375 4.563 -2.060 -0.232
F 1.959 5.825 -2.389 0.024
C 3.727 4.419 -1.822 0.036
C 0.026 3.713 -2.249 -0.233
C -0.381 4.539 -3.304 -0.014
C -1.724 4.693 -3.583 -0.065
C -2.649 4.023 -2.796 -0.069
C -2.159 3.213 -1.788 -0.179
N -0.874 3.042 -1.515 0.082
H 3.692 1.145 -0.964 0.072
H 4.410 5.249 -1.912 0.118
H 0.368 5.033 -3.903 0.112
H -2.043 5.321 -4.405 0.103
H -3.715 4.111 -2.958 0.095
H -2.849 2.663 -1.154 0.072
C -2.119 2.575 4.515 -0.291
P -0.839 2.274 3.232 1.027
C 0.642 2.148 4.327 -0.406
N 0.647 2.838 5.436 0.129
C 1.792 2.855 6.174 -0.213
C 1.844 3.595 7.373 -0.021
C 3.010 3.654 8.083 -0.090
C 4.162 2.981 7.629 -0.088
C 4.132 2.253 6.471 -0.015
C 2.937 2.175 5.724 -0.208
N 2.895 1.414 4.596 0.126
C 1.775 1.365 3.923 -0.416
P 1.707 0.211 2.465 1.033
C 3.494 -0.069 2.240 -0.278
C 1.158 -1.337 3.412 -0.700
C 1.811 -2.544 2.736 -0.100
C -0.357 -1.473 3.277 -0.122
C 1.549 -1.341 4.890 -0.099
C -0.550 3.989 2.530 -0.727
C -0.400 5.108 3.555 -0.097
C 0.709 3.912 1.667 -0.099
C -1.764 4.266 1.644 -0.117
H -1.818 3.285 5.283 0.020
H -2.361 1.628 5.000 0.024
H -3.025 2.929 4.017 0.031
H 0.947 4.110 7.690 0.110
H 3.058 4.226 9.001 0.098
H 5.076 3.043 8.206 0.099
H 4.994 1.719 6.097 0.113
H 4.003 -0.452 3.123 0.034
H 3.955 0.879 1.960 0.041
H 3.605 -0.755 1.399 0.028
H 1.686 -2.512 1.659 0.039
H 1.338 -3.457 3.109 0.089
H 2.876 -2.599 2.962 0.080
H -0.648 -1.555 2.228 0.062
H -0.892 -0.629 3.712 0.045
H -0.681 -2.382 3.794 0.086
H 2.596 -1.072 5.038 0.069
H 1.399 -2.344 5.298 0.083
H 0.941 -0.650 5.478 0.076
H 0.511 4.995 4.143 0.066
H -1.244 5.160 4.243 0.067
H -0.343 6.067 3.032 0.085
H 1.607 3.805 2.282 0.079
H 0.816 4.831 1.084 0.091
H 0.689 3.089 0.950 0.052
H -2.666 4.439 2.236 0.070
H -1.948 3.435 0.964 0.046
H -1.587 5.158 1.038 0.088
Cl 4.199 -1.800 -1.988 0.705
C 3.052 -3.028 -1.583 -0.592
C 3.296 -4.333 -2.028 -0.135
C 2.413 -5.338 -1.756 -0.621
Cl 2.750 -6.955 -2.313 0.646
C 1.223 -5.080 -1.033 -0.176
C 0.247 -6.056 -0.739 -0.036
C -0.880 -5.689 -0.056 -0.059
C -1.030 -4.343 0.322 -0.155
N -0.143 -3.416 0.072 0.135
C 0.984 -3.758 -0.585 -0.151
C 1.934 -2.677 -0.830 -0.476
O 1.689 -1.515 -0.384 -0.448
H 4.197 -4.532 -2.591 0.100
H 0.399 -7.076 -1.062 0.082
H -1.652 -6.407 0.187 0.097
H -1.932 -4.023 0.836 0.098
C -5.631 1.691 -0.191 -0.085
C -5.286 0.800 -1.364 -0.305
O -4.728 -0.450 -0.940 -0.291
P -3.141 -0.419 -0.500 0.784
O -2.822 -1.982 -0.757 -0.337
C -3.050 -2.653 -2.002 -0.280
C -4.129 -3.694 -1.825 -0.063
O -3.127 -0.443 1.098 -0.322
C -3.823 -1.404 1.905 -0.278
C -4.514 -0.665 3.028 -0.060
H -6.015 2.651 -0.543 0.077
H -4.754 1.889 0.428 0.061
H -6.390 1.227 0.440 0.074
H -4.588 1.290 -2.051 0.096
H -6.179 0.541 -1.937 0.116
H -2.097 -3.104 -2.285 0.114
H -3.322 -1.925 -2.771 0.110
H -3.835 -4.412 -1.059 0.067
H -4.296 -4.240 -2.753 0.079
H -5.065 -3.221 -1.525 0.073
H -3.079 -2.103 2.291 0.102
H -4.528 -1.964 1.286 0.112
H -3.791 -0.057 3.573 0.062
H -4.971 -1.369 3.725 0.078
H -5.293 -0.008 2.640 0.069
F 0.778 -0.057 -6.198 0.132
C 0.648 0.392 -4.947 -0.657
F 1.818 0.342 -4.323 0.136
F 0.244 1.663 -5.011 0.135
S -0.629 -0.658 -4.067 0.423
O -1.370 0.307 -3.246 -0.548
O -1.409 -1.298 -5.082 -0.267
O 0.178 -1.535 -3.214 -0.490
```